(1)
This record from the OMol25 dataset describes C32H78AsF6N8O4 as an isolated structure in a non-equilibrium geometry. The level of theory is ωB97M-V/def2-TZVPD.

Structure (XYZ):
```
129
Properties=species:S:1:pos:R:3:mulliken_spin:R:1
As 0.1561 1.1383 -0.1824 0.00
F -1.1359 0.7751 -1.3376 0.00
F -0.8933 2.4788 0.4211 0.00
F 1.4330 1.5121 1.0681 0.00
F 1.2483 -0.2319 -0.8723 0.00
F 1.0176 2.2096 -1.2735 0.00
F -0.5459 -0.0342 0.9652 0.00
C -5.5626 -3.1446 -5.6892 -0.01
C -5.1447 -2.0757 -4.6604 0.00
N -4.1587 -2.6040 -3.6685 -0.07
C -4.4603 -3.4765 -2.6171 0.40
C -3.2078 -3.7624 -1.9133 0.29
N -2.2425 -3.0859 -2.5760 0.02
C -2.7731 -2.3751 -3.6971 0.34
C -0.7868 -3.0245 -2.3050 0.01
H -6.3473 -2.6946 -6.2973 0.00
H -6.2414 -3.8813 -5.2594 0.00
H -4.7726 -3.5243 -6.3371 0.00
H -5.9859 -1.6810 -4.0906 0.00
H -4.6786 -1.2310 -5.1677 0.00
H -5.5078 -3.7179 -2.5125 0.00
H -3.0569 -4.4196 -1.0697 -0.01
H -2.2639 -1.6464 -4.3103 0.01
H -0.0714 -3.3430 -3.0633 0.00
H -0.5108 -3.5178 -1.3730 0.00
H -0.6196 -1.9535 -2.1904 0.00
C 4.3077 -1.1430 0.5210 0.00
C 4.2612 -2.1437 1.6531 0.00
N 2.9353 -2.5189 2.1566 0.00
C 2.6581 -2.8614 3.4169 0.00
C 1.3575 -3.3478 3.4974 0.00
N 0.8489 -3.2959 2.1960 0.00
C 1.8104 -2.6893 1.4354 0.00
C -0.4793 -3.5821 1.7387 0.00
H 3.6451 -1.5274 -0.2545 0.00
H 5.2709 -1.0001 0.0310 0.00
H 3.9435 -0.1724 0.8577 0.00
H 4.7730 -1.7501 2.5313 0.00
H 4.6529 -3.1065 1.3249 0.00
H 3.3906 -2.7993 4.2081 0.00
H 0.8461 -3.8828 4.2839 0.00
H 1.6593 -2.5207 0.3794 0.00
H -1.0653 -4.1747 2.4412 0.00
H -0.5432 -4.1207 0.7933 0.00
H -1.1676 -2.7386 1.7915 0.00
C 1.3858 1.2636 4.7476 0.00
N -0.1717 1.3016 5.0175 0.00
C -0.6431 -0.1999 5.0974 0.00
C -0.2817 1.9284 6.4126 0.00
C -0.9858 2.0519 3.8889 0.00
C -2.4704 2.5486 4.1628 0.00
O -2.2961 3.5249 5.1418 0.00
H 1.6373 0.7347 3.8283 0.00
H 1.9516 0.8475 5.5812 0.00
H 1.6439 2.3148 4.6197 0.00
H -0.2006 -0.6898 4.2301 0.00
H -1.7149 -0.1821 4.8998 0.00
H -0.2714 -0.8210 5.9123 0.00
H 0.3933 2.7830 6.3663 0.00
H 0.2097 1.2267 7.0865 0.00
H -1.2997 1.9883 6.7975 0.00
H -0.8934 1.6456 2.8817 0.00
H -0.3769 2.9500 3.7852 0.00
H -3.0247 1.6754 4.5069 0.00
H -3.0608 2.9346 3.3318 0.00
H -3.1912 3.7715 5.3858 0.00
C 2.1503 0.6549 -3.9384 0.00
N 2.8245 -0.6390 -4.5503 0.00
C 4.3880 -0.3387 -4.7139 0.00
C 2.7536 -1.8679 -3.6055 0.00
C 2.4447 -0.9870 -5.9645 0.00
C 1.0478 -1.0755 -6.3744 0.00
O 0.3278 -1.9215 -5.5040 0.00
H 1.1092 0.4094 -4.1479 0.00
H 2.2811 1.5527 -4.5425 0.00
H 2.4807 0.8346 -2.9153 0.00
H 4.8800 -1.2360 -5.0893 0.00
H 4.6358 -0.1300 -3.6732 0.00
H 4.7997 0.4338 -5.3633 0.00
H 3.4165 -1.8711 -2.7402 0.00
H 3.0334 -2.7640 -4.1595 0.00
H 1.7078 -1.9897 -3.3234 0.00
H 3.0411 -1.8562 -6.2419 0.00
H 2.8741 -0.1647 -6.5368 0.00
H 0.7787 -1.5102 -7.3370 0.00
H 0.6553 -0.0620 -6.2917 0.00
H 0.0517 -2.7283 -5.9449 0.00
C -3.7606 -0.3840 -0.1856 -0.05
N -4.8586 -0.4811 0.9132 0.00
C -5.1652 -1.9969 1.1411 0.00
C -4.3798 0.0973 2.3072 0.00
C -6.1900 0.3386 0.6454 0.00
C -7.0239 -0.0653 -0.5498 0.00
O -6.3866 0.1311 -1.7512 0.00
H -3.5814 0.6413 -0.5092 0.00
H -4.1888 -1.0609 -0.9249 0.06
H -2.8380 -0.7861 0.2330 -0.01
H -5.7814 -2.1062 2.0335 0.00
H -4.1797 -2.4094 1.3569 0.00
H -5.5297 -2.3107 0.1629 0.01
H -3.4181 -0.3775 2.5017 0.00
H -5.1089 -0.0767 3.0985 0.00
H -4.1373 1.1593 2.2673 0.00
H -5.8218 1.3478 0.4611 0.00
H -6.7888 0.3379 1.5562 0.00
H -7.9704 0.4749 -0.5321 0.00
H -7.3843 -1.0931 -0.5907 0.00
H -6.6087 0.9000 -2.2813 0.00
C 3.2703 3.9231 0.2891 0.00
N 4.2093 4.5426 1.3391 0.00
C 3.7661 6.0072 1.4593 0.00
C 4.0896 3.6554 2.6241 0.00
C 5.6214 4.5997 0.7692 0.00
C 6.4292 3.2547 0.6870 0.00
O 5.6983 2.2247 0.2053 0.00
H 3.2774 2.8332 0.2767 0.00
H 3.4971 4.2286 -0.7323 0.00
H 2.2779 4.2286 0.6206 0.00
H 3.8402 6.4517 0.4668 0.00
H 4.3231 6.6514 2.1397 0.00
H 2.6907 6.1130 1.6025 0.00
H 3.0626 3.8600 2.9265 0.00
H 4.6959 4.0873 3.4203 0.00
H 4.3759 2.6292 2.3939 0.00
H 6.1708 5.2037 1.4914 0.00
H 5.6944 5.2493 -0.1031 0.00
H 6.7872 2.8662 1.6403 0.00
H 7.3215 3.4567 0.0945 0.00
H 5.9899 1.9987 -0.6810 0.00
```

Computed properties:
F_max: 0.0906 Eh/bohr
ΔE to the lowest compared entry with this formula, charge and spin: 45.9 kcal per mole
Kohn-Sham gap (alpha / beta): 6.3 / 2.5 eV
E_HOMO (alpha / beta): -21.979 / -21.979 eV
charge: +6
DFT total energy: -4837.451327 Eh
expectation value of S²: 0.771
multiplicity: 2

---

(2)
This record from the OMol25 dataset describes C43H56N3P3S4ScSi2 as an isolated structure in a non-equilibrium geometry. The level of theory is ωB97M-V/def2-TZVPD.

Structure (XYZ):
```
112
Properties=species:S:1:pos:R:3:lowdin_charge:R:1
Sc 0.7145 -0.7294 -0.0141 0.39
C 4.3045 2.5920 2.2394 -0.44
S 3.1365 3.5843 1.3456 0.90
C 1.9261 2.4078 0.6446 -0.94
S 2.7171 0.9224 -0.0933 0.55
N 0.8706 2.1740 1.6989 -0.07
N 0.2987 0.9408 1.6681 -0.01
C -0.7274 0.8854 2.4406 -0.10
C -1.4862 -0.3537 2.5165 -0.28
C -2.4089 -0.5809 3.5689 0.00
C -3.2724 -1.6490 3.5023 -0.07
C -3.2694 -2.4679 2.3950 -0.05
C -2.2523 -2.2472 1.4982 -0.16
N -1.4246 -1.2175 1.5199 0.06
H 5.0110 3.2529 2.6928 0.01
H 3.9108 2.0332 3.1114 0.03
H 4.7663 1.8874 1.5356 0.01
H -1.0468 1.7789 3.0108 0.15
H -2.3771 0.0913 4.3934 0.10
H -3.9826 -1.8521 4.2691 0.10
H -3.9858 -3.2526 2.2420 0.11
H -2.0034 -3.0044 0.7451 0.06
S -1.0427 -2.0975 -1.5609 0.37
P -1.5438 -0.1413 -1.8937 0.46
C -0.4698 0.8389 -1.0651 -0.63
P 0.1401 2.3275 -1.6237 0.40
S 1.2594 2.4400 -3.2556 0.25
C -1.1622 3.6275 -1.7815 -0.32
C -0.8850 4.7346 -2.5847 -0.13
C -1.7113 5.8446 -2.6999 -0.08
C -2.8149 5.8733 -1.8493 -0.11
C -3.1789 4.7571 -1.0765 -0.08
C -2.3502 3.6244 -1.0504 -0.09
C 0.9252 3.2244 -0.1999 -0.48
C -0.0166 3.1677 0.9970 -0.27
C -0.2464 4.4667 1.6947 -0.04
C 0.3516 5.6239 1.3688 -0.09
C 1.2556 5.6988 0.2285 -0.14
C 1.4761 4.6278 -0.5584 -0.14
C -3.3573 -0.0398 -1.3125 -0.27
C -4.4874 -0.3656 -2.1003 -0.07
C -5.7953 -0.3308 -1.6091 -0.08
C -5.9301 0.0572 -0.2884 -0.09
C -4.8342 0.4750 0.4881 -0.07
C -3.5781 0.4376 -0.0421 -0.15
C -1.7720 0.0882 -3.6617 -0.33
C -1.2624 -0.8127 -4.6193 -0.11
C -1.2755 -0.5338 -5.9800 -0.09
C -1.8241 0.6928 -6.4302 -0.07
C -2.3699 1.6081 -5.4754 -0.08
C -2.3636 1.3162 -4.1337 -0.08
H -0.0161 4.6947 -3.1963 0.04
H -1.4546 6.6218 -3.4050 0.10
H -3.5431 6.7583 -1.8611 0.11
H -4.0979 4.7791 -0.5279 0.09
H -2.7405 2.7621 -0.5298 0.08
H -1.0068 2.6753 0.9483 0.11
H -1.0355 4.5133 2.5085 0.12
H 0.0879 6.5690 1.8156 0.09
H 1.7411 6.6190 -0.1443 0.11
H 2.1124 4.7177 -1.4587 0.11
H -4.3673 -0.7334 -3.0959 0.09
H -6.6229 -0.6609 -2.1730 0.09
H -6.8999 0.0397 0.1275 0.08
H -4.9920 0.7131 1.5212 0.10
H -2.7322 0.7080 0.5398 0.07
H -0.6936 -1.6701 -4.2391 0.05
H -0.8428 -1.2291 -6.7394 0.11
H -1.7047 0.8778 -7.5026 0.09
H -2.8211 2.4412 -5.9040 0.08
H -2.8080 2.0087 -3.4553 0.09
C 3.4093 -0.6604 -2.9936 -0.31
P 2.4539 -1.7401 -1.8900 0.75
C 3.7040 -2.8641 -1.0497 -0.25
C 1.9159 -2.8988 -3.1525 -0.34
H 3.9280 -1.3344 -3.7160 0.05
H 4.1353 -0.1146 -2.3788 0.02
H 2.7139 0.0842 -3.4169 -0.02
H 3.4035 -2.8568 -0.0044 -0.03
H 4.7838 -2.4849 -1.0958 0.08
H 3.6083 -3.8875 -1.3840 0.03
H 2.8354 -3.4444 -3.5161 0.06
H 1.4745 -2.3981 -4.0452 0.04
H 1.1185 -3.6004 -2.8414 0.01
C 4.3164 -1.7354 2.6330 -0.18
Si 2.5065 -1.8872 3.3000 0.41
C 2.4231 -3.2251 4.6321 -0.20
C 1.9397 -0.2230 4.1802 -0.15
C 1.3676 -2.2239 1.9147 -0.42
Si 1.2287 -4.0824 1.6420 0.42
C 0.5731 -4.6317 -0.0637 -0.22
C 2.8228 -5.1133 1.6472 -0.19
C -0.0225 -5.0121 2.8125 -0.17
H 5.0050 -1.2033 3.3707 0.04
H 4.3593 -1.1926 1.7386 -0.04
H 4.8613 -2.6458 2.3180 0.02
H 3.2589 -3.1486 5.3806 0.04
H 2.4147 -4.1541 4.1460 -0.04
H 1.5289 -3.1780 5.2470 0.02
H 2.3736 -0.3799 5.1999 0.03
H 0.8747 -0.2323 4.2326 -0.01
H 2.2517 0.6345 3.6071 -0.01
H 0.4732 -2.0160 2.4339 -0.07
H 1.1464 -4.2879 -0.9391 -0.01
H -0.4159 -4.1453 -0.0542 -0.05
H 0.4720 -5.7501 -0.0894 0.05
H 3.2746 -5.4523 2.6192 0.04
H 3.6218 -4.6774 1.1204 -0.02
H 2.6252 -5.9711 1.0490 0.01
H -1.0700 -4.6453 2.7120 0.02
H 0.1626 -4.7421 3.8497 0.00
H 0.0243 -6.1097 2.7603 0.03
```

Computed properties:
F_max: 0.0594 Eh/bohr
ΔE to the lowest compared entry with this formula, charge and spin: 17.3 kcal per mole
Kohn-Sham gap: 6.5 eV
E_HOMO: -4.545 eV
charge: -1
DFT total energy: -5793.052242 Eh

---

(3)
This record from the OMol25 dataset describes C49H70BBrN9OSc as an isolated structure. The level of theory is ωB97M-V/def2-TZVPD.

Structure (XYZ):
```
132
Properties=species:S:1:pos:R:3:lowdin_charge:R:1
Sc -0.2344 0.7725 -0.3428 1.04
C -4.8722 2.9014 2.2837 -0.01
C -3.9232 2.9898 1.1363 -0.26
C -3.7844 4.0217 0.2452 0.02
C -2.7609 3.6424 -0.6340 -0.23
N -2.2870 2.4315 -0.2860 0.10
N -3.0225 2.0452 0.8027 0.02
B -2.9000 0.6848 1.5083 -0.53
N -1.6979 0.6425 2.4805 0.04
N -0.3992 0.8553 2.1143 0.07
C 0.3134 0.9105 3.2530 -0.22
C -0.5410 0.7273 4.3455 0.03
C -1.7996 0.5495 3.8206 -0.26
C -3.0561 0.2589 4.5717 -0.01
C 1.8234 1.0364 3.3848 -0.52
C 2.4508 -0.3406 3.1527 -0.02
C 2.4288 2.0441 2.4149 -0.06
C 2.1835 1.4868 4.8073 -0.06
N -2.9421 -0.4796 0.5056 0.04
N -2.0615 -0.6785 -0.5278 0.07
C -2.4752 -1.7949 -1.1644 -0.21
C -3.6242 -2.2847 -0.5368 0.02
C -3.8904 -1.4336 0.5051 -0.25
C -5.0117 -1.5272 1.4848 -0.01
C -1.8747 -2.5030 -2.3717 -0.51
C -2.5548 -1.9985 -3.6506 -0.02
C -2.1981 -4.0027 -2.2597 -0.06
C -0.3607 -2.3625 -2.4823 -0.02
C -2.4065 4.5181 -1.8288 -0.51
C -3.3614 4.1576 -2.9777 -0.03
C -2.6623 5.9915 -1.4687 -0.06
C -0.9531 4.4391 -2.2843 -0.03
H -5.5031 3.7891 2.2880 0.08
H -5.5140 2.0237 2.2190 0.08
H -4.3451 2.8603 3.2373 0.08
H -4.3624 4.9270 0.2317 0.11
H -3.8607 0.5665 2.1925 0.10
H -0.2821 0.7053 5.3874 0.11
H -2.8240 0.2082 5.6343 0.08
H -3.8187 1.0211 4.4243 0.07
H -3.4842 -0.6973 4.2737 0.08
H 2.1956 -0.7318 2.1710 0.06
H 3.5387 -0.2783 3.2255 0.10
H 2.0965 -1.0471 3.9044 0.08
H 2.2411 1.7655 1.3823 0.00
H 2.0313 3.0451 2.5847 0.08
H 3.5110 2.0710 2.5577 0.09
H 1.8867 0.7526 5.5553 0.08
H 3.2660 1.6041 4.8771 0.09
H 1.7219 2.4438 5.0556 0.09
H -4.1896 -3.1593 -0.7996 0.11
H -5.6055 -2.4104 1.2550 0.08
H -4.6479 -1.6184 2.5072 0.07
H -5.6635 -0.6550 1.4393 0.08
H -3.6365 -2.1301 -3.5868 0.09
H -2.3438 -0.9516 -3.8299 0.06
H -2.1908 -2.5689 -4.5078 0.09
H -3.2612 -4.1997 -2.3992 0.08
H -1.6627 -4.5390 -3.0438 0.09
H -1.8993 -4.4127 -1.2956 0.07
H -0.0495 -1.3312 -2.6161 0.05
H 0.1408 -2.7541 -1.5997 0.07
H -0.0173 -2.9298 -3.3503 0.10
H -4.3984 4.2401 -2.6496 0.09
H -3.2092 4.8430 -3.8142 0.09
H -3.1985 3.1463 -3.3374 0.05
H -3.7199 6.2112 -1.3280 0.07
H -2.1259 6.2713 -0.5603 0.08
H -2.3068 6.6206 -2.2863 0.09
H -0.5799 3.4244 -2.3574 0.05
H -0.8613 4.9058 -3.2681 0.10
H -0.3250 5.0016 -1.5932 0.07
C 5.9947 -4.1448 -1.6628 -0.05
C 5.5358 -4.1082 -0.1996 -0.56
C 5.2834 -5.5446 0.2576 -0.07
C 6.6525 -3.5134 0.6681 -0.05
C 4.2869 -3.2368 -0.0819 -0.17
C 4.3281 -1.9104 -0.4972 -0.08
C 3.1943 -1.1379 -0.4164 -0.52
Br 3.3297 0.6941 -0.8633 0.96
C 1.9476 -1.6000 0.0508 -0.38
O 0.8894 -0.8043 -0.0271 -0.26
C 1.9370 -2.9020 0.5988 -0.08
C 3.0968 -3.6751 0.4712 0.02
C 0.7983 -3.5603 1.3988 -0.51
C -0.4057 -2.6606 1.6776 -0.03
C 0.3128 -4.8164 0.6619 -0.03
C 1.3526 -3.9915 2.7688 -0.04
H 6.8873 -4.7660 -1.7640 0.08
H 6.2383 -3.1490 -2.0340 0.08
H 5.2141 -4.5587 -2.3028 0.09
H 6.1905 -6.1348 0.1183 0.08
H 4.4860 -6.0154 -0.3193 0.09
H 5.0180 -5.5932 1.3148 0.08
H 7.5588 -4.1172 0.5899 0.08
H 6.3500 -3.4805 1.7159 0.09
H 6.8987 -2.4975 0.3584 0.08
H 5.2389 -1.4692 -0.8785 0.10
H 3.0550 -4.6835 0.8537 0.09
H -0.9192 -2.3694 0.7670 0.06
H -0.1185 -1.7520 2.2075 0.07
H -1.1091 -3.2159 2.3042 0.09
H -0.0368 -4.5740 -0.3399 0.06
H -0.5116 -5.2750 1.2123 0.09
H 1.1040 -5.5606 0.5654 0.08
H 1.7523 -3.1371 3.3132 0.07
H 2.1433 -4.7364 2.6839 0.08
H 0.5480 -4.4283 3.3638 0.09
C 2.3301 3.6483 -1.5926 -0.04
C 1.4527 3.8371 -0.4090 -0.41
N 0.5548 3.0102 0.0997 0.04
C -0.0816 3.7171 1.1080 -0.15
C 0.4474 4.9568 1.2130 -0.07
N 1.4294 5.0145 0.2509 0.11
H 1.9565 2.8352 -2.2061 0.03
H 3.3610 3.4425 -1.3032 0.06
H 2.3260 4.5553 -2.1992 0.09
H -0.8704 3.2837 1.6930 0.10
H 0.2276 5.7792 1.8677 0.12
H 2.0015 5.8102 0.0242 0.16
N -0.6624 1.6468 -7.9752 0.14
C -0.5521 1.5082 -6.8396 -0.19
C -0.4113 1.3361 -5.4204 -0.24
C -1.5203 1.4320 -4.5889 -0.05
C -1.3648 1.2695 -3.2194 -0.19
C -0.1251 1.0303 -2.6054 -0.23
C 0.9588 0.9111 -3.4943 -0.16
C 0.8366 1.0620 -4.8672 -0.03
H -2.4959 1.6200 -5.0211 0.12
H -2.2535 1.3410 -2.6005 0.08
H 1.9461 0.6786 -3.1167 0.03
H 1.6992 0.9663 -5.5142 0.12
```

Computed properties:
F_max: 0.0085 Eh/bohr
ΔE to the lowest compared entry with this formula, charge and spin: 0.0 kcal per mole
Kohn-Sham gap: 8.1 eV
E_HOMO: -7.830 eV
charge: 0
DFT total energy: -5837.077625 Eh